A cluster of 2 separate species, C9H14O in total. Source: the OMol25 dataset; level of theory: the ωB97M-V functional and the def2-TZVPD basis.

Last column: Mulliken charge in e.
Atoms and positions in Å:
C (-0.58, 2.46, -1.16)  -1.36
C (-0.38, 1.62, 0.10)  0.96
C (-1.43, 0.91, 0.66)  -0.48
C (-1.21, 0.17, 1.80)  -0.64
C (0.10, -0.04, 2.23)  0.75
O (0.22, -1.12, 3.08)  -0.55
C (1.15, 0.59, 1.62)  -0.70
C (0.90, 1.55, 0.63)  -0.70
H (0.13, 3.27, -1.23)  0.39
H (-1.60, 2.83, -1.14)  0.37
H (-0.49, 1.82, -2.05)  0.24
H (-2.41, 0.85, 0.17)  0.37
H (-1.94, -0.35, 2.39)  0.38
H (1.03, -1.15, 3.61)  0.30
H (2.18, 0.38, 1.89)  0.35
H (1.77, 1.92, 0.09)  0.30
C (-0.46, -1.98, -1.77)  -0.71
C (1.04, -1.96, -1.37)  -0.65
H (-0.62, -1.23, -2.51)  0.22
H (-0.63, -2.97, -2.15)  0.34
H (-1.11, -1.76, -0.92)  0.16
H (1.46, -2.94, -1.18)  0.35
H (1.60, -1.57, -2.22)  0.28
H (1.29, -1.30, -0.55)  0.04

The SMILES is Cc1ccc(O)cc1.CC. The HOMO energy comes out at -8.43 eV. Its LUMO energy is 0.9 eV. As for the orbital gap: 9.31 eV. As for the energy above the lowest of the compared OMol25 structures with the same formula, charge and spin: 59.14 kJ/mol.

***

An isolated molecule of C4H4O. Source: the OMol25 dataset; level of theory: the ωB97M-V functional and the def2-TZVPD basis.

Last column: Mulliken charge in e.
Atoms and positions in Å:
C (-1.00, -1.74, 0.46)  -0.84
C (-0.46, -0.55, 0.52)  0.03
C (0.09, 0.58, 0.24)  0.53
C (0.98, 1.35, -0.57)  -0.19
O (0.11, 1.92, 0.47)  -0.41
H (-1.75, -1.94, -0.30)  0.23
H (-0.71, -2.57, 1.11)  0.24
H (2.05, 1.38, -0.35)  0.21
H (0.68, 1.58, -1.59)  0.20

The SMILES is C=C=C1CO1. The HOMO energy comes out at -9.14 eV. Its LUMO energy is 1.0 eV. As for the orbital gap: 10.15 eV. As for the energy above the lowest of the compared OMol25 structures with the same formula, charge and spin: 277.97 kJ/mol.

***

What did the second record say?
An isolated molecule of C4H4O. Source: the OMol25 dataset; level of theory: the ωB97M-V functional and the def2-TZVPD basis.

Last column: Mulliken charge in e.
Atoms and positions in Å:
C (-1.00, -1.74, 0.46)  -0.84
C (-0.46, -0.55, 0.52)  0.03
C (0.09, 0.58, 0.24)  0.53
C (0.98, 1.35, -0.57)  -0.19
O (0.11, 1.92, 0.47)  -0.41
H (-1.75, -1.94, -0.30)  0.23
H (-0.71, -2.57, 1.11)  0.24
H (2.05, 1.38, -0.35)  0.21
H (0.68, 1.58, -1.59)  0.20

The SMILES is C=C=C1CO1. The HOMO energy comes out at -9.14 eV. Its LUMO energy is 1.0 eV. As for the orbital gap: 10.15 eV. As for the energy above the lowest of the compared OMol25 structures with the same formula, charge and spin: 277.97 kJ/mol.

***

Question: Among the records above, which one has the lowest orbital gap?
Answer: C9H14O